(1)
Here is 8 unconnected molecules or ions with the total composition C31H82N6O15 from the Open Molecules 2025 dataset. Energies are from ωB97M-V with the def2-TZVPD basis set.

The frontier orbital gap is 0.32794 Eh. The spin multiplicity is 1. For the largest force on an atom, the calculation gives 0.0613 Eh/bohr. Its SMILES is COCCNCCOC.COCCNCCOC.COCCNCCOC.COCCNCCOC.NC(N)=O.OCCO.OCCO.OCCO.

Element x y z (Å)
C (-5.50, -0.26, -0.28)
O (-4.10, -0.32, 0.09)
C (-3.87, -1.34, 1.06)
C (-2.51, -1.13, 1.58)
N (-2.22, -2.32, 2.38)
C (-1.04, -2.29, 3.18)
C (0.21, -2.31, 2.23)
O (1.42, -2.36, 2.99)
C (2.56, -2.66, 2.19)
H (-5.45, 0.62, -0.92)
H (-6.32, -0.17, 0.49)
H (-5.85, -1.16, -0.88)
H (-4.02, -2.32, 0.60)
H (-4.62, -1.13, 1.81)
H (-2.41, -0.18, 2.13)
H (-1.82, -1.01, 0.75)
H (-2.18, -3.03, 1.71)
H (-0.99, -3.12, 3.95)
H (-0.89, -1.33, 3.72)
H (0.33, -1.46, 1.56)
H (0.17, -3.11, 1.56)
H (2.24, -2.88, 1.18)
H (3.19, -3.48, 2.70)
H (3.16, -1.74, 2.15)
C (4.15, 3.27, -2.19)
O (3.45, 2.86, -3.37)
C (2.34, 2.05, -2.99)
C (1.43, 1.73, -4.22)
N (0.53, 2.83, -4.60)
C (-0.37, 2.50, -5.68)
C (-1.28, 3.63, -6.17)
O (-2.27, 3.74, -5.17)
C (-3.14, 4.76, -5.49)
H (3.52, 3.84, -1.57)
H (4.94, 3.86, -2.56)
H (4.52, 2.44, -1.66)
H (1.78, 2.58, -2.19)
H (2.67, 1.10, -2.60)
H (0.75, 0.97, -3.89)
H (2.10, 1.41, -5.09)
H (0.90, 3.75, -4.67)
H (-1.05, 1.63, -5.38)
H (0.24, 2.19, -6.55)
H (-1.69, 3.50, -7.19)
H (-0.60, 4.51, -6.21)
H (-3.99, 4.81, -4.80)
H (-3.67, 4.57, -6.46)
H (-2.63, 5.74, -5.58)
C (1.68, 1.64, 5.01)
O (2.49, 2.56, 4.36)
C (3.59, 2.06, 3.66)
C (4.05, 3.11, 2.66)
N (2.98, 3.29, 1.65)
C (2.05, 4.39, 1.99)
C (1.63, 5.17, 0.77)
O (2.68, 5.93, 0.34)
C (2.42, 6.68, -0.89)
H (0.63, 1.99, 4.98)
H (1.94, 1.44, 6.05)
H (1.73, 0.67, 4.50)
H (3.34, 1.19, 2.96)
H (4.30, 1.66, 4.37)
H (4.96, 2.81, 2.16)
H (4.22, 4.06, 3.20)
H (3.42, 3.53, 0.76)
H (2.56, 5.10, 2.61)
H (1.17, 3.96, 2.56)
H (0.73, 5.73, 0.97)
H (1.38, 4.43, 0.08)
H (2.30, 5.98, -1.73)
H (3.24, 7.39, -1.05)
H (1.39, 7.19, -0.84)
C (0.40, -3.03, -2.70)
O (-0.44, -2.70, -1.62)
C (-1.71, -3.26, -1.68)
C (-1.77, -4.71, -1.27)
N (-1.41, -4.85, 0.12)
C (-1.49, -6.20, 0.63)
C (-0.93, -6.19, 2.03)
O (0.41, -5.74, 2.00)
C (1.03, -5.84, 3.26)
H (1.49, -2.94, -2.49)
H (0.23, -2.34, -3.53)
H (0.30, -4.04, -3.16)
H (-2.20, -3.02, -2.67)
H (-2.19, -2.72, -0.92)
H (-1.07, -5.36, -1.84)
H (-2.79, -5.13, -1.27)
H (-0.47, -4.48, 0.30)
H (-1.04, -6.98, -0.01)
H (-2.52, -6.56, 0.69)
H (-1.03, -7.13, 2.54)
H (-1.52, -5.49, 2.60)
H (2.10, -5.88, 3.09)
H (0.76, -6.71, 3.79)
H (0.85, -4.92, 3.84)
C (0.67, 0.47, -0.06)
O (1.68, -0.26, -0.06)
N (-0.28, 0.23, -1.01)
N (0.54, 1.50, 0.75)
H (-1.17, 0.73, -0.96)
H (-0.23, -0.75, -1.29)
H (-0.34, 2.10, 0.64)
H (1.29, 1.73, 1.36)
C (-5.02, -5.12, 3.09)
C (-5.06, -4.18, 4.30)
O (-3.79, -3.70, 4.64)
O (-4.66, -4.46, 1.79)
H (-6.06, -5.53, 2.93)
H (-4.28, -5.82, 3.41)
H (-5.38, -4.79, 5.14)
H (-5.88, -3.43, 4.14)
H (-3.39, -3.12, 3.97)
H (-3.70, -4.26, 1.89)
C (4.40, -1.32, -1.29)
C (4.98, -0.89, 0.06)
O (4.46, 0.32, 0.62)
O (3.22, -2.07, -1.23)
H (5.08, -1.99, -1.87)
H (4.26, -0.43, -1.86)
H (6.09, -0.63, 0.08)
H (4.79, -1.70, 0.81)
H (3.50, 0.45, 0.39)
H (2.46, -1.57, -0.84)
C (-0.95, 4.45, -1.78)
C (-1.98, 3.36, -1.80)
O (-2.13, 2.73, -0.53)
O (-1.32, 5.49, -0.85)
H (-0.88, 4.86, -2.79)
H (0.04, 3.95, -1.55)
H (-1.61, 2.60, -2.45)
H (-2.90, 3.75, -2.19)
H (-3.06, 2.73, -0.23)
H (-1.34, 5.10, 0.06)

(2)
Here is 8 unconnected molecules or ions with the total composition C31H84Cl2N13O7P3 from the Open Molecules 2025 dataset. Energies are from ωB97M-V with the def2-TZVPD basis set.

The energy above the lowest of the compared OMol25 structures with the same formula, charge and spin comes out at 0.00 kJ/mol. The frontier orbital gap is 0.32117 Eh. The spin multiplicity is 1. For the largest force on an atom, the calculation gives 0.0700 Eh/bohr. Its SMILES is CN(C)P(=O)(N(C)C)N(C)C.CN(C)P(=O)(N(C)C)N(C)C.CN(C)P(=O)(N(C)C)N(C)C.CNC(C)=O.CNC(C)=O.CNC(C)=O.CNC(C)=O.ClCCl.

Element x y z (Å)
O (-16.10, -18.87, -7.28)
P (-15.31, -20.16, -7.30)
N (-14.04, -20.15, -8.36)
C (-12.71, -19.93, -7.95)
C (-14.22, -20.17, -9.84)
N (-16.34, -21.35, -7.90)
C (-17.77, -21.14, -8.02)
C (-15.76, -22.67, -8.03)
N (-14.58, -20.48, -5.85)
C (-14.81, -19.69, -4.68)
C (-13.61, -21.59, -5.62)
H (-12.62, -19.62, -6.95)
H (-12.37, -19.00, -8.44)
H (-12.08, -20.74, -8.26)
H (-14.26, -19.15, -10.24)
H (-15.10, -20.76, -10.00)
H (-13.40, -20.70, -10.30)
H (-18.11, -20.96, -9.11)
H (-18.28, -22.02, -7.71)
H (-18.06, -20.25, -7.49)
H (-14.67, -22.69, -7.97)
H (-16.10, -23.28, -7.22)
H (-16.19, -23.24, -8.92)
H (-15.74, -20.00, -4.26)
H (-14.01, -19.83, -3.96)
H (-14.86, -18.64, -4.86)
H (-13.32, -21.99, -6.56)
H (-14.08, -22.34, -5.04)
H (-12.71, -21.14, -5.13)
O (-25.87, -15.65, -2.77)
P (-24.44, -15.97, -2.86)
N (-23.83, -16.22, -1.36)
C (-22.43, -16.32, -1.15)
C (-24.62, -15.77, -0.13)
N (-23.54, -14.84, -3.75)
C (-24.08, -14.50, -4.99)
C (-23.19, -13.71, -2.88)
N (-24.18, -17.34, -3.71)
C (-23.03, -17.82, -4.33)
C (-25.18, -18.36, -3.45)
H (-22.21, -16.99, -0.28)
H (-21.91, -15.39, -0.84)
H (-21.84, -16.72, -1.95)
H (-24.58, -16.55, 0.57)
H (-25.65, -15.56, -0.44)
H (-24.29, -14.82, 0.20)
H (-25.14, -14.20, -4.99)
H (-23.48, -13.73, -5.48)
H (-24.07, -15.35, -5.65)
H (-22.47, -13.05, -3.38)
H (-24.07, -13.07, -2.64)
H (-22.68, -14.01, -1.92)
H (-22.37, -18.52, -3.83)
H (-23.21, -18.37, -5.27)
H (-22.37, -16.92, -4.57)
H (-26.11, -17.83, -3.11)
H (-24.92, -19.08, -2.62)
H (-25.54, -18.84, -4.38)
O (-17.66, -17.71, 3.92)
P (-17.43, -17.61, 2.43)
N (-18.86, -17.33, 1.51)
C (-19.74, -16.29, 2.02)
C (-19.59, -18.49, 1.11)
N (-16.91, -19.06, 1.85)
C (-16.48, -19.28, 0.48)
C (-16.37, -20.01, 2.84)
N (-16.47, -16.25, 2.09)
C (-15.51, -15.87, 3.12)
C (-16.19, -15.77, 0.75)
H (-19.28, -15.80, 2.82)
H (-20.63, -16.77, 2.48)
H (-20.00, -15.67, 1.13)
H (-20.33, -18.13, 0.35)
H (-20.25, -18.87, 1.89)
H (-18.98, -19.30, 0.64)
H (-15.46, -18.93, 0.24)
H (-16.55, -20.33, 0.13)
H (-17.18, -18.79, -0.22)
H (-15.31, -20.15, 2.64)
H (-16.46, -19.63, 3.86)
H (-16.83, -21.01, 2.85)
H (-15.65, -14.84, 3.51)
H (-15.53, -16.50, 3.97)
H (-14.50, -15.90, 2.71)
H (-16.91, -16.19, 0.02)
H (-15.19, -15.99, 0.42)
H (-16.27, -14.65, 0.83)
C (-19.99, -13.53, -6.53)
C (-19.66, -15.01, -6.53)
O (-18.51, -15.46, -6.46)
N (-20.69, -15.83, -6.51)
C (-20.61, -17.22, -6.76)
H (-19.89, -13.28, -5.41)
H (-20.92, -13.25, -7.00)
H (-19.25, -12.89, -7.06)
H (-21.59, -15.39, -6.51)
H (-21.59, -17.62, -6.78)
H (-20.05, -17.86, -6.06)
H (-20.21, -17.42, -7.77)
C (-11.76, -16.08, -8.81)
C (-12.79, -16.58, -7.80)
O (-12.60, -16.78, -6.62)
N (-14.09, -16.66, -8.30)
C (-14.60, -15.92, -9.48)
H (-11.74, -16.41, -9.82)
H (-10.74, -16.24, -8.35)
H (-11.86, -14.97, -8.75)
H (-14.75, -16.98, -7.58)
H (-15.68, -16.04, -9.37)
H (-14.25, -16.34, -10.41)
H (-14.23, -14.88, -9.55)
C (-19.50, -12.20, -0.46)
C (-18.80, -12.65, -1.75)
O (-19.30, -13.35, -2.62)
N (-17.51, -12.20, -1.81)
C (-16.70, -12.67, -2.95)
H (-18.82, -11.77, 0.29)
H (-20.03, -13.07, -0.07)
H (-20.22, -11.36, -0.64)
H (-17.04, -11.78, -0.99)
H (-17.24, -13.53, -3.40)
H (-15.66, -12.98, -2.66)
H (-16.61, -11.85, -3.71)
C (-18.02, -17.42, -3.36)
C (-16.57, -16.80, -3.56)
O (-15.65, -17.16, -2.79)
N (-16.46, -15.91, -4.53)
C (-15.19, -15.51, -5.04)
H (-18.66, -17.35, -4.22)
H (-18.58, -17.05, -2.56)
H (-17.92, -18.44, -3.07)
H (-17.19, -15.74, -5.22)
H (-15.33, -14.78, -5.84)
H (-14.56, -16.36, -5.28)
H (-14.69, -15.00, -4.21)
C (-12.63, -16.84, -2.56)
Cl (-12.33, -15.55, -1.28)
Cl (-12.39, -18.43, -1.79)
H (-13.65, -16.94, -2.98)
H (-11.83, -16.66, -3.34)

(3)
Here is 9 unconnected molecules or ions with the total composition C31H84N4O9 from the Open Molecules 2025 dataset. Energies are from ωB97M-V with the def2-TZVPD basis set.

The energy above the lowest of the compared OMol25 structures with the same formula, charge and spin comes out at 118.55 kJ/mol. The frontier orbital gap is 0.33860 Eh. The spin multiplicity is 1. For the largest force on an atom, the calculation gives 0.0595 Eh/bohr. Its SMILES is COC[C@H](C)N.COC[C@H](C)N.COC[C@H](C)N.COC[C@H](C)N.CC(C)O.CC(C)O.CC(C)O.CC(C)O.CC(C)O.

Element x y z (Å)
C (-1.19, -0.30, -4.67)
C (-1.24, 0.97, -3.78)
C (-0.38, 2.14, -4.22)
O (-0.47, 3.20, -3.33)
C (0.51, 4.23, -3.71)
N (-2.63, 1.22, -3.55)
H (-2.11, -0.90, -4.52)
H (-0.40, -0.94, -4.29)
H (-1.09, 0.01, -5.67)
H (-0.85, 0.75, -2.76)
H (-0.64, 2.50, -5.25)
H (0.65, 1.74, -4.21)
H (0.98, 4.49, -2.78)
H (-0.05, 5.01, -4.21)
H (1.31, 3.83, -4.39)
H (-2.78, 2.18, -3.38)
H (-3.13, 1.00, -4.41)
C (3.19, 0.89, -5.57)
C (4.16, 1.16, -4.36)
C (3.54, 0.87, -3.00)
O (2.28, 1.52, -2.75)
C (1.67, 1.05, -1.52)
N (5.32, 0.37, -4.37)
H (2.30, 1.58, -5.56)
H (2.81, -0.10, -5.57)
H (3.64, 1.17, -6.49)
H (4.44, 2.28, -4.32)
H (4.21, 1.15, -2.22)
H (3.41, -0.21, -2.87)
H (1.12, 0.10, -1.66)
H (1.05, 1.86, -1.17)
H (2.44, 0.96, -0.74)
H (5.08, -0.61, -4.42)
H (6.02, 0.50, -5.08)
C (-2.82, 2.72, 7.53)
C (-1.46, 2.28, 7.04)
C (-0.61, 3.52, 6.71)
O (0.72, 3.26, 6.33)
C (0.83, 2.70, 5.09)
N (-1.00, 1.39, 8.09)
H (-2.70, 3.12, 8.51)
H (-3.47, 1.91, 7.65)
H (-3.32, 3.31, 6.79)
H (-1.60, 1.65, 6.15)
H (-0.53, 4.06, 7.63)
H (-1.22, 4.13, 6.07)
H (0.57, 1.60, 5.13)
H (1.88, 2.81, 4.78)
H (0.22, 3.26, 4.34)
H (-0.10, 0.92, 8.02)
H (-1.17, 1.72, 9.05)
C (-1.54, -2.49, 7.24)
C (-2.62, -2.19, 6.20)
C (-2.31, -1.01, 5.36)
O (-3.54, -0.65, 4.70)
C (-3.56, 0.60, 3.94)
N (-2.86, -3.43, 5.28)
H (-0.55, -2.79, 6.83)
H (-1.85, -3.26, 7.92)
H (-1.42, -1.51, 7.76)
H (-3.48, -1.91, 6.86)
H (-1.60, -1.32, 4.60)
H (-1.91, -0.20, 6.01)
H (-3.77, 1.46, 4.65)
H (-4.29, 0.49, 3.18)
H (-2.58, 0.82, 3.46)
H (-3.20, -3.01, 4.45)
H (-3.59, -4.11, 5.54)
C (2.53, -2.78, -5.59)
C (2.65, -4.29, -5.42)
C (2.48, -5.00, -6.75)
O (3.89, -4.55, -4.77)
H (1.50, -2.63, -5.96)
H (3.27, -2.35, -6.34)
H (2.61, -2.27, -4.63)
H (1.84, -4.65, -4.79)
H (2.76, -6.04, -6.69)
H (3.14, -4.61, -7.49)
H (1.49, -5.08, -7.11)
H (3.97, -5.50, -4.50)
C (-5.64, -0.24, 0.53)
C (-5.21, 0.03, -0.93)
C (-6.19, 1.08, -1.41)
O (-3.78, 0.40, -1.03)
H (-5.19, -1.19, 0.91)
H (-6.74, -0.40, 0.54)
H (-5.37, 0.56, 1.20)
H (-5.40, -0.81, -1.55)
H (-6.30, 1.91, -0.69)
H (-7.12, 0.61, -1.70)
H (-5.85, 1.56, -2.30)
H (-3.52, 0.62, -1.95)
C (-2.83, 3.51, 0.81)
C (-1.51, 3.01, 0.17)
C (-0.29, 3.64, 0.94)
O (-1.39, 1.61, 0.15)
H (-3.67, 3.21, 0.15)
H (-2.80, 4.55, 1.08)
H (-2.93, 2.94, 1.75)
H (-1.46, 3.43, -0.81)
H (-0.30, 3.37, 2.01)
H (-0.32, 4.76, 0.79)
H (0.64, 3.27, 0.59)
H (-2.22, 1.18, -0.08)
C (4.76, -2.93, -0.96)
C (5.64, -2.17, -1.99)
C (7.01, -2.93, -2.16)
O (4.99, -2.14, -3.25)
H (3.77, -2.56, -0.84)
H (5.28, -2.91, -0.01)
H (4.80, -3.97, -1.25)
H (5.75, -1.15, -1.71)
H (6.89, -3.91, -2.63)
H (7.58, -3.03, -1.27)
H (7.64, -2.35, -2.91)
H (4.91, -3.04, -3.55)
C (-0.26, -2.03, 0.07)
C (-0.15, -1.94, 1.55)
C (0.86, -2.93, 2.20)
O (0.18, -0.60, 1.93)
H (0.71, -1.87, -0.43)
H (-0.94, -1.25, -0.20)
H (-0.76, -2.99, -0.26)
H (-1.07, -2.20, 2.07)
H (1.89, -2.78, 1.81)
H (0.49, -3.99, 1.96)
H (0.84, -2.77, 3.25)
H (-0.26, 0.08, 1.35)